CH3Cl2FSi | ωB97M-V with the def2-TZVPD basis set

Last column: Löwdin charge in e.
Atoms and positions in Å:
C  0.121  0.550  -0.924  -0.352
F  -0.962  1.317  -1.143  -0.112
Si  -0.153  -0.182  0.893  0.214
Cl  1.930  -1.955  0.863  -0.229
Cl  -1.858  -1.090  0.992  0.406
H  -0.061  -0.270  -1.584  0.063
H  1.053  1.115  -1.174  0.099
H  -0.069  0.515  2.078  -0.089

Atoms 1-2, force components in eV/Å:
1.0259 -0.7645 1.4091
-1.6985 1.9581 -0.1186

For the LUMO energy, the calculation gives -0.65 eV. The energy above the lowest of the compared OMol25 structures with the same formula, charge and spin comes out at 476.6 kJ/mol. As for the charge: 0. The calculation puts the orbital gap at 9.63 eV.